No. 1
Below is an isolated molecule of C2HP in a non-equilibrium geometry, with properties calculated with ωB97M-V/def2-TZVPD.

Geometry as ORCA input:
```
! RIJCOSX wB97M-V def2-TZVPD def2/J DEFGRID3
* xyz 0 1
P -0.93 -0.58 -0.16
C 0.53 1.42 -0.02
C 0.13 0.56 0.67
H 0.26 -1.41 -0.49
*
```

Values from the calculation:
E   -417.92905 Eh
HOMO   -9.893 eV
ΔE to the lowest compared entry with this formula, charge and spin   38.2 kcal per mole
E_LUMO   -2.56 eV
Max |F|   0.2252 hartree/bohr



No. 2
Below is a cluster of 2 separate species, C2N2OS in total in a non-equilibrium geometry, with properties calculated with ωB97M-V/def2-TZVPD.

Geometry as ORCA input:
```
! RIJCOSX wB97M-V def2-TZVPD def2/J DEFGRID3
* xyz 0 1
S -2.80 1.17 -1.19
O 1.95 -1.39 1.65
N 0.93 0.15 0.12
N -1.76 0.20 -0.73
C 0.27 0.57 -0.79
C 1.41 -0.69 0.93
*
```

Values from the calculation:
E   -658.91716 Eh
HOMO (alpha / beta)   -6.866 / -6.913 eV
ΔE to the lowest compared entry with this formula, charge and spin   100.1 kcal per mole
E_LUMO (alpha / beta)   -1.05 / -1.03 eV
Max |F|   0.1398 hartree/bohr



No. 3
Below is a structure of composition C2N3O3 in a non-equilibrium geometry, with properties calculated with ωB97M-V/def2-TZVPD.

Geometry as ORCA input:
```
! RIJCOSX wB97M-V def2-TZVPD def2/J DEFGRID3
* xyz -1 1
O 1.59 -1.11 -0.84
O 2.02 0.25 0.92
O -2.17 -1.28 0.38
N -1.09 2.30 -0.66
N -0.98 -1.36 0.44
N -0.14 0.21 0.09
C 1.37 -0.29 0.01
C -0.62 1.29 -0.33
*
```

Values from the calculation:
E   -466.15874 Eh
HOMO (alpha / beta)   -4.700 / -4.698 eV
ΔE to the lowest compared entry with this formula, charge and spin   41.5 kcal per mole
E_LUMO (alpha / beta)   2.45 / 2.45 eV
Max |F|   0.1096 hartree/bohr



No. 4
Below is a cluster of 2 separate species, C2N4 in total in a non-equilibrium geometry, with properties calculated with ωB97M-V/def2-TZVPD.

Geometry as ORCA input:
```
! RIJCOSX wB97M-V def2-TZVPD def2/J DEFGRID3
* xyz 0 1
N -3.37 -0.40 -0.34
N 0.13 1.05 -0.92
N -3.00 -0.59 0.67
N 3.05 -0.48 0.77
C 1.05 0.53 -0.41
C 2.14 -0.10 0.23
*
```

Values from the calculation:
E   -295.22973 Eh
HOMO   -12.935 eV
ΔE to the lowest compared entry with this formula, charge and spin   0.0 kcal per mole
Structure (SMILES)   N#CC#N.N#N
E_LUMO   -0.23 eV
Max |F|   0.0663 hartree/bohr